64
Properties=species:S:1:pos:R:3:forces:R:3:nbo_charge:R:1 method="wB97M-V/def2-TZVPD" lumo_ev="-9.95 / -9.94" e_homo_ev="-13.91 / -13.93" charge=+2 gap_ev="3.96 / 3.99" e_above_lowest_kj_mol=308.88
N -1.27736 1.74008 0.69215 0.688 -4.091 -1.110 -0.86
C -0.55830 4.03968 1.49671 4.167 5.083 1.180 0.40
O 0.07208 4.98919 1.29172 -1.481 -2.909 0.502 -0.40
Ag -2.28488 3.62997 0.68236 -2.691 -0.266 -0.941 0.98
V -0.84389 0.25469 0.16415 -2.283 0.643 -0.139 1.30
N -1.33981 0.13846 -1.68862 1.118 0.737 1.397 -0.54
N -1.33703 -1.24206 1.29356 -0.013 1.202 -0.450 -0.58
C -1.81221 1.23625 -2.55265 -0.181 0.476 -0.140 0.09
C -1.18374 -1.37176 2.74806 0.155 0.040 0.307 0.10
C -3.09569 1.83720 -1.98507 -0.389 0.095 -0.070 -0.58
C -2.13527 0.77776 -3.97761 -0.134 -0.089 -0.177 -0.62
C -0.72153 2.30646 -2.63840 0.238 0.204 -0.010 -0.61
C -2.52206 -1.54959 3.46710 -0.308 0.070 0.066 -0.62
C -0.32225 -2.58842 3.08419 0.271 -0.326 0.030 -0.60
C -0.48242 -0.12387 3.28952 -0.092 0.015 0.039 -0.61
H -3.86750 1.05675 -1.92120 0.089 0.335 0.037 0.24
H -3.44334 2.63847 -2.65276 0.004 -0.270 0.205 0.24
H -2.96287 2.26649 -0.97627 -0.017 -0.308 -0.372 0.14
H -1.24510 0.43772 -4.51934 -0.257 0.055 0.083 0.22
H -2.54887 1.63216 -4.52815 0.105 -0.260 0.104 0.24
H -2.89045 -0.01678 -3.97187 0.145 0.123 -0.106 0.23
H -0.50102 2.72979 -1.65165 -0.083 -0.071 -0.123 0.20
H -1.04022 3.11988 -3.30435 0.141 -0.230 0.078 0.24
H 0.20785 1.86845 -3.02712 -0.133 0.165 -0.018 0.21
H -3.21898 -0.74968 3.19522 0.023 -0.105 0.045 0.22
H -2.35393 -1.50203 4.55075 -0.052 -0.032 -0.291 0.24
H -2.98013 -2.52037 3.24391 0.067 0.236 0.118 0.22
H -0.74600 -3.51568 2.68074 0.001 0.134 0.125 0.22
H -0.24545 -2.68167 4.17369 -0.039 -0.089 -0.219 0.24
H 0.69040 -2.47813 2.68240 -0.141 0.058 0.130 0.20
H 0.54514 -0.06012 2.90905 -0.073 0.016 0.127 0.20
H -0.45062 -0.19751 4.38380 0.144 0.163 -0.282 0.24
H -1.01901 0.78706 2.99594 0.065 -0.210 0.210 0.22
C -2.30095 -2.10335 0.63885 -0.312 -0.504 -0.285 -0.44
H -2.58065 -1.67708 -0.33600 0.068 -0.222 0.183 0.22
H -1.88174 -3.10826 0.45693 -0.140 0.140 0.029 0.21
H -3.23188 -2.23641 1.21192 0.354 0.135 -0.161 0.23
C -0.76408 -0.98965 -2.39266 -0.150 -0.694 -0.198 -0.44
H -0.03143 -0.68627 -3.16190 -0.208 0.035 0.299 0.22
H -0.23436 -1.65667 -1.70373 -0.203 0.182 -0.166 0.20
H -1.54170 -1.59139 -2.89515 0.285 0.179 0.103 0.23
C 3.32752 -3.41304 1.24526 -0.115 0.039 -0.131 -0.06
C 2.12993 -3.57264 0.54075 -0.484 0.220 -0.226 -0.21
C 1.33771 -2.46781 0.23235 -0.438 -0.963 0.232 -0.13
C 1.78614 -1.16915 0.55426 -0.620 1.302 -0.885 0.14
C 2.99532 -1.01692 1.26273 1.290 -0.037 -0.055 -0.15
C 3.74727 -2.13068 1.62044 -0.184 0.786 0.050 -0.20
N 1.09958 -0.01919 0.12750 1.975 -0.388 0.021 -0.40
C 1.87838 1.01420 -0.43843 -0.068 -0.732 0.788 0.09
C 1.76229 2.31721 0.06807 -0.431 0.764 -0.120 -0.17
C 2.43574 3.36534 -0.54459 -0.129 -0.234 0.337 -0.20
C 3.27370 3.10485 -1.63308 0.027 -0.006 -0.156 -0.10
C 3.45847 1.79604 -2.09156 -0.121 -0.498 0.123 -0.22
C 2.77749 0.74342 -1.48469 0.686 -0.120 -0.215 -0.11
H 3.93565 -4.28263 1.50127 -0.195 0.259 -0.093 0.26
H 1.80004 -4.56371 0.22352 0.121 0.309 0.168 0.26
H 0.37811 -2.60378 -0.27090 0.531 0.015 0.177 0.24
H 3.33507 -0.00480 1.50107 -0.113 -0.393 0.064 0.25
H 4.67150 -1.98590 2.17865 -0.264 -0.105 -0.104 0.26
H 1.14861 2.44653 0.96104 0.232 0.039 -0.370 0.24
H 2.33112 4.38446 -0.17050 0.082 -0.325 -0.036 0.25
H 3.80374 3.92723 -2.11709 -0.160 -0.257 0.143 0.25
H 4.14305 1.58346 -2.91393 -0.241 0.129 0.225 0.26
H 2.92477 -0.29225 -1.80037 -0.129 0.353 -0.079 0.24

=====

89
Properties=species:S:1:pos:R:3:forces:R:3:lowdin_charge:R:1 method="wB97M-V/def2-TZVPD" lumo_ev=-4.05 e_homo_ev=-5.02 charge=-1 gap_ev=0.96
C -5.06214 2.14867 -1.85401 0.119 -0.091 -0.792 -0.09
C -4.01128 2.78831 -2.85480 0.496 -0.799 0.826 -0.12
C -2.79326 3.26486 -2.02480 -0.319 1.413 -1.750 -0.52
O -2.91032 4.20385 -1.31138 -0.183 0.226 1.098 0.12
O -1.54782 2.58345 -2.06351 -1.141 -0.798 0.713 -0.09
C -1.13708 2.38039 -0.70721 0.529 -1.144 0.890 -0.23
C -0.17582 1.15534 -0.60517 -0.781 1.353 0.358 -0.25
Si 1.52363 1.55537 0.18532 1.852 -0.254 -0.559 0.47
C 2.33854 3.15388 -0.48582 1.146 0.039 0.720 -0.24
C 3.67919 3.26900 0.29825 -0.812 0.460 0.463 -0.32
N 4.81042 3.36622 -0.27034 -0.157 -0.212 0.138 0.08
C 2.73311 0.13299 -0.27464 -0.549 0.198 -0.358 -0.21
C 2.09758 -0.98267 -1.18839 1.609 -1.197 1.252 -0.21
C 3.00306 -2.26627 -1.03169 0.036 1.301 -0.976 -0.22
F 2.36045 -3.22869 -0.12701 0.286 1.552 -0.106 -0.39
O 1.54816 1.68223 1.88306 -1.968 -0.617 -0.644 -0.35
Si 0.08721 1.37477 2.67576 0.209 0.208 0.839 0.57
N -0.80920 2.95152 2.75561 0.191 -1.291 0.337 -0.01
C -0.03013 3.85220 2.81665 1.135 1.804 -0.999 -0.88
S 1.05512 5.01055 2.62076 -0.770 -0.478 0.551 0.69
H -6.07058 2.34996 -2.27639 0.532 -0.177 0.446 0.07
H -4.98662 2.61099 -0.84710 -0.097 -0.336 -0.658 0.07
H -4.94744 1.04005 -1.80545 0.023 0.818 0.195 0.07
H -3.67751 2.06209 -3.62075 -0.393 0.573 0.262 0.12
H -4.48707 3.69097 -3.29077 0.798 -0.577 0.129 0.12
H -0.72586 3.28106 -0.20567 -0.365 -0.220 -0.698 0.12
H -2.05889 2.08089 -0.13468 0.705 0.240 -0.214 0.16
H -0.68488 0.25269 -0.18378 0.357 0.411 -0.768 0.08
H 0.00980 0.86153 -1.75303 0.172 0.183 0.145 -0.01
H 2.64581 3.05626 -1.54824 -0.496 0.170 0.762 0.03
H 1.71157 4.06015 -0.31543 0.484 -0.546 -0.142 0.07
H 3.63635 3.28837 1.41592 -0.354 -0.064 -0.712 0.10
H 5.52937 3.41986 0.46158 -0.101 0.007 -0.367 0.04
H 3.61181 0.57082 -0.81114 -0.620 -0.275 0.443 0.09
H 3.12860 -0.31606 0.66475 -0.304 0.188 -0.554 0.08
H 1.08925 -1.29298 -0.84103 0.411 0.372 -0.548 0.10
H 2.14715 -0.72060 -2.26427 -0.463 0.015 0.752 0.08
H 3.99681 -2.04248 -0.59763 -0.762 -0.301 -0.013 0.07
H 3.14560 -2.75335 -2.01522 -0.348 -0.131 0.760 0.07
H -0.76943 0.40864 2.02024 0.053 0.340 -0.291 -0.02
H 0.27870 0.92417 4.06509 0.316 0.234 -0.136 0.00
F -1.73123 4.25314 -3.77697 0.014 -0.267 -0.040 -0.34
O 5.40029 -5.63949 2.77199 0.059 2.367 -1.330 -0.57
V 5.26383 -4.19092 1.88330 -1.049 -0.581 -0.355 0.98
O 5.13589 -2.73182 0.98858 0.573 -1.735 1.261 -0.59
C -5.49344 -2.27265 2.18765 0.839 -0.039 -0.169 -0.14
C -4.79973 -2.54170 3.51595 0.224 -0.065 0.270 -0.33
O -3.53329 -3.08278 3.38222 -0.832 -0.861 -0.879 -0.08
C -2.42202 -2.16757 3.06531 0.831 1.365 1.236 -0.50
O -2.38695 -1.14840 3.86652 -0.010 0.089 -0.712 -0.14
C -2.39338 -1.75169 1.55869 -0.587 -0.846 0.062 -0.54
F -2.76478 -2.77819 0.74328 -0.017 0.184 -0.147 0.11
F -1.13881 -1.42589 1.18628 -0.097 -0.286 -0.089 0.07
F -3.18304 -0.70531 1.22984 0.189 0.093 -0.038 0.10
H -5.30762 -3.07763 1.46977 -0.140 -0.084 0.055 0.10
H -6.57825 -2.18052 2.35507 -0.138 0.905 -0.491 -0.14
H -5.16294 -1.33962 1.73777 -0.303 0.057 -0.013 0.09
H -5.38964 -3.31875 4.04924 -0.069 -0.190 0.255 0.06
H -4.81382 -1.65781 4.16319 0.135 0.116 -0.102 0.13
H -1.56693 -2.87142 3.11387 -0.060 -0.251 0.067 0.15
C -1.12954 3.95588 -9.10807 0.104 0.005 -0.151 0.01
C -0.16690 4.79113 -9.48984 -0.082 -0.131 -0.082 0.01
C 0.31488 5.86983 -8.59456 0.135 0.170 0.120 -0.40
O 1.19305 6.63295 -8.94701 -0.057 -0.071 -0.063 0.09
C -0.31420 5.98110 -7.26022 -0.106 -0.099 -0.010 0.02
C -1.27849 5.14600 -6.87499 -0.050 0.197 0.183 0.03
C -1.76071 4.06696 -7.77016 -0.090 -0.064 0.199 -0.38
O -2.63706 3.30181 -7.42670 0.022 0.040 -0.156 0.11
H -1.49452 3.16275 -9.74888 -0.023 -0.015 0.035 0.12
H 0.30522 4.72412 -10.46222 0.029 0.039 0.016 0.12
H 0.05132 6.77405 -6.62046 0.022 -0.007 -0.015 0.12
H -1.74943 5.21400 -5.89840 0.068 -0.188 0.078 0.10
C 6.21697 -0.34190 5.16127 -0.176 0.131 -0.103 -1.62
Br 7.79762 0.69008 5.57365 -0.158 -0.151 -0.083 0.57
Br 5.05868 0.57913 3.91898 0.140 -0.124 0.117 0.58
Br 6.66589 -2.11691 4.54040 0.034 0.007 0.061 0.60
H 5.66347 -0.46011 6.08533 0.074 -0.023 -0.101 -0.03
Al -7.74044 -3.40246 3.13223 0.083 -0.544 0.407 1.07
Br 2.65867 -5.17018 -0.98124 0.528 -1.430 0.100 0.47
C 2.93382 -7.29949 4.30347 -0.035 0.047 -0.214 -1.03
Cl 2.32486 -8.95481 4.18725 -0.049 0.029 -0.085 0.52
Cl 3.98798 -7.10258 5.70844 0.014 0.119 -0.025 0.50
H 3.49847 -7.06715 3.40279 0.110 -0.086 0.215 -0.02
H 2.09106 -6.62042 4.39678 -0.004 -0.144 0.174 0.03
N 0.01576 -9.67259 6.92661 0.041 0.001 0.025 -0.65
O 0.81616 -8.89477 7.46739 -0.025 0.033 0.001 -0.03
O -0.91564 -9.22405 6.23617 -0.034 0.018 -0.024 -0.03
O 0.14340 -10.89861 7.07506 -0.017 -0.020 -0.021 -0.02
Cl 1.03353 1.73627 -2.97824 -0.531 -0.310 -0.234 0.45

=====

65
Properties=species:S:1:pos:R:3:forces:R:3:nbo_charge:R:1 method="wB97M-V/def2-TZVPD" lumo_ev=1.53 e_homo_ev=-4.74 charge=-1 gap_ev=6.27 e_above_lowest_kj_mol=0.00
C 5.21196 -0.37947 1.97357 -0.420 0.190 0.015 -0.25
O 5.50434 -1.39334 1.03852 -0.054 -0.169 0.034 -0.56
C 5.25669 -1.00217 -0.31018 0.634 0.196 -0.128 -0.06
C 4.49371 -2.06475 -1.10142 0.273 -0.384 0.408 -0.42
C 3.38538 -2.81333 -0.33123 -0.153 -0.427 -0.612 -0.40
C 2.17558 -3.21464 -1.22560 0.176 -0.501 0.591 -0.39
C 0.82887 -3.36937 -0.46220 -0.054 0.099 -0.483 -0.40
C -0.43013 -2.75506 -1.14787 -0.132 0.056 0.624 -0.38
C -1.23780 -1.70114 -0.31277 -0.418 -0.713 -0.693 -0.40
C -1.77723 -0.48639 -1.11641 -0.172 0.893 0.848 -0.40
C -1.38403 0.92854 -0.55744 0.333 -0.201 -0.451 -0.98
Al -0.01928 1.75923 -1.80357 0.071 0.147 0.573 1.34
C 1.60913 0.50546 -1.72625 -0.752 0.342 -0.621 -0.62
O 2.20489 0.64207 -0.39524 0.062 0.109 0.250 -0.38
N 1.51933 -0.04923 0.53933 -0.357 0.168 -0.100 0.35
O 1.51992 0.50545 1.59292 0.492 -0.316 -0.025 -0.35
C 0.66110 3.57985 -1.20872 -0.568 -1.018 -0.546 -0.50
C 0.80888 4.55462 -2.18042 -0.013 -0.107 -0.459 -0.21
C 1.29892 5.80922 -1.88776 -0.121 0.132 -1.054 -0.24
C 1.64350 6.11095 -0.59942 0.506 1.263 0.068 -0.25
C 1.50556 5.17405 0.38940 0.252 0.241 0.736 -0.24
C 1.01760 3.92723 0.08157 -0.004 -0.596 0.730 -0.16
H 5.91392 0.46609 1.93713 0.066 -0.160 -0.091 0.16
H 5.21788 -0.79872 2.98183 0.173 -0.142 -0.145 0.18
H 4.20701 0.01576 1.79515 0.003 0.095 0.046 0.18
H 6.23990 -0.88201 -0.79343 -0.132 0.129 0.016 0.16
H 4.78981 -0.01529 -0.32418 -0.371 -0.148 -0.039 0.19
H 4.13521 -1.63113 -2.03949 -0.146 0.163 0.192 0.21
H 5.23787 -2.81393 -1.39904 -0.085 0.049 -0.080 0.19
H 3.82520 -3.76444 -0.01269 0.000 0.196 0.325 0.19
H 3.07423 -2.32117 0.58945 -0.063 0.365 -0.202 0.21
H 2.42516 -4.21741 -1.59439 -0.041 0.188 -0.332 0.19
H 2.09728 -2.58397 -2.11175 -0.156 0.247 0.204 0.20
H 0.64328 -4.44417 -0.36120 0.035 0.085 0.148 0.18
H 0.93179 -2.99062 0.55779 -0.021 0.186 -0.099 0.20
H -1.11298 -3.59370 -1.31949 0.017 0.130 -0.276 0.19
H -0.21612 -2.33247 -2.13290 0.283 -0.042 0.086 0.20
H -0.71436 -1.42226 0.60179 0.197 0.239 -0.236 0.21
H -2.12838 -2.25338 0.01567 0.112 0.136 0.276 0.18
H -1.50595 -0.51646 -2.17889 0.023 -0.409 0.063 0.19
H -2.87385 -0.52361 -1.07613 0.064 -0.203 -0.271 0.18
H -2.27371 1.57292 -0.52890 0.280 -0.151 0.013 0.22
H -1.00830 0.85005 0.46931 -0.159 -0.022 -0.006 0.20
H -0.59692 1.83254 -3.31501 0.028 -0.012 -0.127 -0.42
H 2.38201 0.75959 -2.45400 0.216 -0.186 0.246 0.19
H 1.23256 -0.50465 -1.91462 0.407 -0.209 0.287 0.18
H 0.56027 4.30839 -3.20942 -0.058 0.086 -0.020 0.20
H 1.40978 6.51060 -2.70982 0.077 0.207 0.209 0.19
H 2.05347 7.08910 -0.36390 -0.048 -0.003 0.014 0.19
H 1.81480 5.45476 1.39161 -0.099 -0.230 0.085 0.19
H 0.94345 3.18911 0.87633 -0.038 -0.001 -0.005 0.19
C -6.29924 -1.73553 3.57770 -0.002 0.000 0.006 -0.19
C -7.11394 -1.75484 2.45311 0.100 0.037 0.091 -0.22
C -6.82356 -0.93829 1.37147 -0.205 -0.118 -0.085 -0.22
C -5.71514 -0.11400 1.43185 -0.055 -0.195 0.187 0.09
C -4.89733 -0.07781 2.54591 0.222 0.084 0.158 -0.20
C -5.19488 -0.89540 3.62507 -0.137 -0.070 -0.045 -0.21
N -5.38549 0.73831 0.27826 0.101 0.094 -0.153 0.51
O -6.13029 0.69711 -0.68616 0.034 -0.012 0.135 -0.39
O -4.38892 1.42047 0.36366 -0.319 0.044 0.015 -0.34
H -6.52488 -2.37869 4.41905 0.000 0.009 -0.007 0.21
H -7.97457 -2.40951 2.41774 0.001 0.014 -0.024 0.22
H -7.45573 -0.95253 0.49577 0.114 0.100 -0.068 0.25
H -4.03535 0.57339 2.57903 -0.020 0.012 -0.172 0.26
H -4.56184 -0.87998 4.50193 0.021 0.017 -0.025 0.22